[1]
The following is a quantum chemistry calculation of the ion C4H6NO with charge +1 in a non-equilibrium geometry, from OMol25.

Summary:
net charge = +1
frontier orbital gap = 11.1 eV
structure (SMILES) = C[N@@+]12C=C[C@@H]1O2
relative energy (zero: lowest compared OMol25 entry of this formula, charge and spin) = 496.3 kJ/mol

XYZ file:
```
12
Properties=species:S:1:pos:R:3:lowdin_charge:R:1
O -1.326 0.761 0.800 0.117
C -0.156 1.388 0.476 -0.099
H -1.140 -0.587 -1.671 0.076
C 0.815 1.110 1.670 0.100
H 1.131 -1.118 1.958 0.168
N -0.318 -0.065 0.421 -0.112
H -1.182 -1.834 -0.418 0.085
H 0.300 -1.429 -1.214 0.080
H 1.566 1.747 2.142 0.134
C -0.642 -1.086 -0.917 0.223
H -0.081 2.054 -0.414 0.196
C 0.662 -0.192 1.501 0.032
```

***

[2]
The following is a quantum chemistry calculation of the ion C4H6NO with charge +1 in a non-equilibrium geometry, from OMol25.

Summary:
net charge = +1
frontier orbital gap = 8.9 eV
relative energy (zero: lowest compared OMol25 entry of this formula, charge and spin) = 187.5 kJ/mol

XYZ file:
```
12
Properties=species:S:1:pos:R:3:lowdin_charge:R:1
H 1.753 -1.894 -0.010 0.179
C -0.909 1.674 0.159 0.022
H -0.728 2.753 0.436 0.123
H -1.726 1.038 0.493 0.098
C 0.168 -0.289 -0.458 -0.216
H -0.878 -0.755 -0.320 0.163
C 2.442 0.027 0.128 0.004
C 1.380 -0.876 0.253 -0.073
O 3.163 0.849 -0.114 0.414
N 0.118 1.066 -0.105 -0.077
H 0.409 -0.506 -1.538 0.158
H 1.331 -0.893 1.412 0.205
```